10
Properties=species:S:1:pos:R:3:forces:R:3 method="wB97M-V/def2-TZVPD" orbital_gap_ev=10.3 de_lowest_ev=1.7687 smiles=c1cncnc1
C -1.226678 0.205061 -0.024265 0.704 -0.802 0.001
C -0.262167 1.230792 0.016535 -0.177 -0.142 -0.005
N 1.061122 1.051359 0.042916 0.057 0.143 0.006
C 1.459274 -0.207376 0.024322 0.509 0.684 0.022
N 0.674388 -1.239327 -0.016458 1.235 0.116 0.032
C -0.656297 -1.116317 -0.038743 1.314 0.383 0.030
H -2.278616 0.525926 -0.040038 0.514 -0.754 -0.001
H -0.536853 2.290878 0.031976 -0.327 -0.451 -0.018
H 2.500067 -0.496095 0.043514 0.396 0.688 0.017
H -0.574329 -2.223813 -0.054889 -4.223 0.134 -0.084

30
Properties=species:S:1:pos:R:3:forces:R:3 method="wB97M-V/def2-TZVPD" orbital_gap_ev=9.5 de_lowest_ev=2.5391 smiles="C=CC[C@@](C)(O)[C@@]1(C)SCCS1(=O)=O"
C 3.498296 1.667663 1.361264 0.547 -2.374 -0.156
C 2.630029 0.716362 0.945416 1.682 1.004 1.931
C 1.237316 1.008688 0.580273 -0.891 -0.278 0.407
C 0.614266 -0.116135 -0.178472 -1.014 0.919 -0.890
C 1.438555 -0.788214 -1.209814 1.823 -0.963 0.188
O 0.338981 -1.108597 0.751480 -0.621 -1.446 1.593
C -0.764237 0.229547 -0.790919 -0.450 -0.702 1.378
C -1.074348 1.400277 -1.670694 1.571 2.114 -3.627
S -1.306083 -1.311151 -1.548799 -1.127 0.172 -1.899
C -2.066113 -2.246568 -0.232165 -0.428 -1.527 -0.059
C -2.728931 -1.314600 0.790770 0.669 0.850 -1.410
S -2.012520 0.399807 0.617481 -1.612 -0.263 0.073
O -1.441692 0.727413 1.887804 0.695 0.264 0.718
O -3.065753 1.300792 0.178984 0.182 -0.695 -0.048
H 4.515738 1.365266 1.636114 -0.386 -0.053 -0.061
H 3.349139 2.705341 1.517985 -0.730 0.814 -0.347
H 2.960246 -0.338502 1.028879 -0.072 0.714 -0.283
H 1.239438 1.876776 0.007892 -0.073 1.709 -1.154
H 0.507186 1.180713 1.394280 0.915 0.080 0.071
H 2.473473 -0.571308 -1.025913 0.675 0.531 -0.571
H 1.164337 -0.767018 -2.231438 -0.136 0.677 -0.986
H 1.399298 -1.828713 -0.932187 -0.146 -0.508 -0.290
H 0.986850 -1.035198 1.454340 -0.087 -0.107 0.347
H -1.992387 1.823369 -1.335170 -0.780 0.206 -0.241
H -1.150105 1.217524 -2.807938 -0.277 -0.661 1.803
H -0.416197 2.330133 -1.819728 0.006 -1.529 1.371
H -1.300639 -2.972410 0.096154 -0.431 0.708 0.680
H -2.828849 -2.912875 -0.740474 0.603 1.002 0.486
H -3.784663 -1.146457 0.446871 0.826 -0.303 1.201
H -2.420631 -1.491925 1.827722 -0.936 -0.354 -0.225

Repeat the second record exactly.
30
Properties=species:S:1:pos:R:3:forces:R:3 method="wB97M-V/def2-TZVPD" orbital_gap_ev=9.5 de_lowest_ev=2.5391 smiles="C=CC[C@@](C)(O)[C@@]1(C)SCCS1(=O)=O"
C 3.498296 1.667663 1.361264 0.547 -2.374 -0.156
C 2.630029 0.716362 0.945416 1.682 1.004 1.931
C 1.237316 1.008688 0.580273 -0.891 -0.278 0.407
C 0.614266 -0.116135 -0.178472 -1.014 0.919 -0.890
C 1.438555 -0.788214 -1.209814 1.823 -0.963 0.188
O 0.338981 -1.108597 0.751480 -0.621 -1.446 1.593
C -0.764237 0.229547 -0.790919 -0.450 -0.702 1.378
C -1.074348 1.400277 -1.670694 1.571 2.114 -3.627
S -1.306083 -1.311151 -1.548799 -1.127 0.172 -1.899
C -2.066113 -2.246568 -0.232165 -0.428 -1.527 -0.059
C -2.728931 -1.314600 0.790770 0.669 0.850 -1.410
S -2.012520 0.399807 0.617481 -1.612 -0.263 0.073
O -1.441692 0.727413 1.887804 0.695 0.264 0.718
O -3.065753 1.300792 0.178984 0.182 -0.695 -0.048
H 4.515738 1.365266 1.636114 -0.386 -0.053 -0.061
H 3.349139 2.705341 1.517985 -0.730 0.814 -0.347
H 2.960246 -0.338502 1.028879 -0.072 0.714 -0.283
H 1.239438 1.876776 0.007892 -0.073 1.709 -1.154
H 0.507186 1.180713 1.394280 0.915 0.080 0.071
H 2.473473 -0.571308 -1.025913 0.675 0.531 -0.571
H 1.164337 -0.767018 -2.231438 -0.136 0.677 -0.986
H 1.399298 -1.828713 -0.932187 -0.146 -0.508 -0.290
H 0.986850 -1.035198 1.454340 -0.087 -0.107 0.347
H -1.992387 1.823369 -1.335170 -0.780 0.206 -0.241
H -1.150105 1.217524 -2.807938 -0.277 -0.661 1.803
H -0.416197 2.330133 -1.819728 0.006 -1.529 1.371
H -1.300639 -2.972410 0.096154 -0.431 0.708 0.680
H -2.828849 -2.912875 -0.740474 0.603 1.002 0.486
H -3.784663 -1.146457 0.446871 0.826 -0.303 1.201
H -2.420631 -1.491925 1.827722 -0.936 -0.354 -0.225

Please write out number 1 again, unchanged.
10
Properties=species:S:1:pos:R:3:forces:R:3 method="wB97M-V/def2-TZVPD" orbital_gap_ev=10.3 de_lowest_ev=1.7687 smiles=c1cncnc1
C -1.226678 0.205061 -0.024265 0.704 -0.802 0.001
C -0.262167 1.230792 0.016535 -0.177 -0.142 -0.005
N 1.061122 1.051359 0.042916 0.057 0.143 0.006
C 1.459274 -0.207376 0.024322 0.509 0.684 0.022
N 0.674388 -1.239327 -0.016458 1.235 0.116 0.032
C -0.656297 -1.116317 -0.038743 1.314 0.383 0.030
H -2.278616 0.525926 -0.040038 0.514 -0.754 -0.001
H -0.536853 2.290878 0.031976 -0.327 -0.451 -0.018
H 2.500067 -0.496095 0.043514 0.396 0.688 0.017
H -0.574329 -2.223813 -0.054889 -4.223 0.134 -0.084